Record 1
Below is a cluster of 2 separate species, C10H25NO4P in total, with properties calculated with the ωB97M-V functional and the def2-TZVPD basis.

```
41
Properties=species:S:1:pos:R:3
C 2.122 -3.414 -0.162
C 1.232 -3.319 -1.407
C 0.626 -1.938 -1.685
C 0.118 -1.182 -0.452
C -0.900 -0.062 -0.825
O -0.482 1.129 -0.241
P 1.266 1.162 0.068
C 3.136 1.236 0.383
C 3.925 -0.049 0.465
O 4.023 -0.634 -0.844
O 1.145 -0.593 0.293
H 1.545 -3.674 0.728
H 2.592 -2.452 0.037
H 2.895 -4.178 -0.281
H 0.414 -4.044 -1.321
H 1.806 -3.630 -2.285
H -0.221 -2.076 -2.368
H 1.349 -1.291 -2.187
H -0.386 -1.919 0.197
H -0.984 0.032 -1.918
H -1.900 -0.316 -0.459
H 0.986 1.296 1.487
H 1.257 2.598 -0.097
H 1.473 0.966 -1.350
H 3.248 1.767 1.336
H 3.578 1.858 -0.404
H 3.426 -0.743 1.150
H 4.942 0.138 0.841
H 4.611 -1.397 -0.778
C -5.328 1.719 0.611
C -3.961 1.756 -0.059
O -3.852 1.450 -1.237
N -2.910 2.134 0.703
C -2.948 2.537 2.088
H -6.044 1.392 -0.138
H -5.342 1.023 1.452
H -5.621 2.701 0.985
H -1.973 2.077 0.287
H -2.574 3.556 2.212
H -2.327 1.878 2.700
H -3.962 2.504 2.477
```

## Properties
Net charge ... -1
E_LUMO ... 3.20 eV
F_max ... 0.406 eV/Å
Relative energy (zero: lowest compared OMol25 entry of this formula, charge and spin) ... 0.0 kcal/mol
HOMO level ... -4.17 eV
M ... 254.3 u

The net atomic charges from Löwdin, expressed in e, are: -0.112, -0.253, -0.173, -0.402, -0.253, -0.412, 0.504, -0.346, -0.341, -0.106, -0.324, 0.069, 0.034, 0.059, 0.092, 0.091, 0.105, 0.108, 0.134, 0.107, 0.101, 0.001, -0.016, 0.031, 0.061, 0.065, 0.092, 0.096, 0.072, -0.028, -0.558, 0.017, 0.023, -0.087, 0.072, 0.075, 0.072, 0.107, 0.079, 0.085, 0.059

***

Record 2
Below is a structure of composition C10H25O5Sr, with properties calculated with the ωB97M-V functional and the def2-TZVPD basis.

```
41
Properties=species:S:1:pos:R:3
Sr -0.118 0.204 0.043
C 2.120 -1.536 -2.995
C 0.624 -1.838 -3.134
O -0.171 -1.327 -2.159
H 2.424 -0.491 -3.098
H 2.777 -2.138 -3.645
H 2.353 -1.844 -1.965
H 0.531 -2.946 -3.192
H 0.299 -1.416 -4.118
C 4.098 0.182 0.992
C 2.869 0.576 1.811
O 1.937 1.260 1.068
H 4.902 -0.165 1.669
H 4.454 1.027 0.402
H 3.898 -0.708 0.387
H 3.285 1.163 2.662
H 2.435 -0.366 2.199
C 0.736 -3.757 2.561
C -0.297 -2.654 2.238
O -0.348 -2.240 0.936
H 0.684 -4.471 1.732
H 0.520 -4.383 3.441
H 1.740 -3.334 2.671
H -0.222 -1.814 2.965
H -1.299 -3.113 2.446
C -4.034 1.371 1.130
C -3.934 0.256 0.058
O -2.648 -0.056 -0.279
H -5.058 1.727 1.362
H -3.551 2.268 0.747
H -3.670 0.944 2.069
H -4.380 0.693 -0.877
H -4.551 -0.658 0.196
C -1.108 4.291 -0.819
C -1.052 3.074 -1.727
O 0.047 2.279 -1.476
H -1.204 4.060 0.247
H -1.963 4.942 -1.092
H -0.234 4.926 -0.992
H -0.903 3.524 -2.742
H -1.989 2.490 -1.722
```

## Properties
Net charge ... -3
E_LUMO ... 7.64 eV
F_max ... 2.596 eV/Å
Relative energy (zero: lowest compared OMol25 entry of this formula, charge and spin) ... 0.0 kcal/mol
HOMO level ... 2.51 eV
M ... 312.9 u

The net atomic charges from Löwdin, expressed in e, are: 1.417, -0.153, -0.587, -0.391, 0.054, 0.029, 0.055, 0.061, 0.060, -0.148, -0.557, -0.468, 0.036, 0.054, 0.052, 0.062, 0.077, -0.157, -0.572, -0.419, 0.050, 0.027, 0.039, 0.071, 0.067, -0.140, -0.557, -0.425, 0.030, 0.046, 0.048, 0.062, 0.066, -0.166, -0.551, -0.448, 0.050, 0.036, 0.045, 0.064, 0.081

***

Record 3
Below is a structure of composition C10H26AsF6MgN3O11, with properties calculated with the ωB97M-V functional and the def2-TZVPD basis.

```
58
Properties=species:S:1:pos:R:3
Mg 0.509 0.780 -0.708
N -3.290 -1.074 -0.174
O -3.788 -2.197 -0.164
O -3.899 -0.085 0.240
O -2.111 -0.851 -0.477
As -0.199 2.834 -5.298
F 1.537 2.688 -5.601
F -0.076 2.074 -3.625
F -1.956 2.902 -5.077
F -0.483 3.438 -7.012
F -0.333 1.093 -5.931
F -0.089 4.517 -4.657
C -4.649 -2.641 4.631
N -3.648 -1.664 5.204
O -4.045 -0.606 5.677
O -2.501 -2.088 5.196
H -4.371 -2.698 3.578
H -5.605 -2.224 4.946
H -4.498 -3.551 5.211
C -1.966 -6.564 1.462
N -0.973 -5.746 0.711
O -0.504 -4.783 1.245
O -0.836 -6.049 -0.492
H -2.928 -6.176 1.126
H -1.651 -6.510 2.504
H -1.944 -7.620 1.193
C 1.944 -1.587 -2.900
O 2.353 -0.387 -2.230
C 3.664 0.031 -2.596
C 3.886 1.431 -2.124
O 2.836 2.044 -1.451
C 3.036 3.418 -1.169
H 2.301 -2.457 -2.349
H 2.217 -1.666 -3.953
H 0.862 -1.647 -3.014
H 3.842 -0.060 -3.667
H 4.411 -0.612 -2.131
H 4.099 2.010 -3.022
H 4.669 1.442 -1.366
H 3.289 4.055 -2.016
H 3.664 3.657 -0.311
H 2.082 3.785 -0.790
C 2.264 -0.187 2.058
O 1.092 0.599 1.765
C 0.731 1.498 2.824
C -0.471 2.305 2.461
O -0.416 2.527 1.031
C -1.330 3.643 0.672
H 1.991 -0.786 2.927
H 3.120 0.465 2.232
H 2.578 -0.778 1.198
H 1.574 2.178 2.944
H 0.598 0.966 3.766
H -0.457 3.275 2.958
H -1.390 1.848 2.831
H -2.353 3.336 0.891
H -1.337 3.911 -0.384
H -1.051 4.547 1.213
```

## Properties
Net charge ... 0
E_LUMO ... -3.09 eV
F_max ... 4.081 eV/Å
Relative energy (zero: lowest compared OMol25 entry of this formula, charge and spin) ... 159.3 kcal/mol
HOMO level ... -8.12 eV
M ... 577.5 u

The net atomic charges from Löwdin, expressed in e, are: 1.328, -0.661, -0.017, -0.054, -0.124, 0.941, -0.289, -0.350, -0.282, -0.312, -0.335, -0.299, 0.059, -0.445, 0.054, 0.036, 0.106, 0.094, 0.095, 0.040, -0.445, 0.072, 0.034, 0.110, 0.095, 0.093, -0.055, -0.232, -0.165, -0.191, -0.228, -0.066, 0.101, 0.105, 0.102, 0.139, 0.132, 0.143, 0.136, 0.111, 0.096, 0.086, -0.043, -0.257, -0.165, -0.164, -0.249, -0.023, 0.107, 0.098, 0.092, 0.133, 0.144, 0.132, 0.144, 0.105, 0.097, 0.093

***

Record 4
Below is a cluster of 2 separate species, C10H26BFN3O4S in total, with properties calculated with the ωB97M-V functional and the def2-TZVPD basis.

```
46
Properties=species:S:1:pos:R:3
C -5.847 0.596 -0.127
C -4.954 -0.346 0.156
N -4.030 -0.217 1.263
B -3.507 1.197 1.422
N -2.594 1.696 0.414
O -3.804 1.948 2.515
S -4.579 -1.020 2.598
O -5.440 -0.239 3.404
O -4.978 -2.312 2.176
F -3.216 -1.172 3.346
H -6.212 0.694 -1.140
H -6.274 1.254 0.621
H -4.872 -1.256 -0.425
H -1.636 1.725 0.748
H -2.595 1.098 -0.406
H -4.688 2.310 2.582
C 1.500 1.995 -1.349
C 2.079 0.655 -1.755
N 3.247 0.173 -0.918
C 4.358 1.175 -1.044
C 3.799 -1.109 -1.513
C 2.905 -2.338 -1.507
C 2.954 0.067 0.565
C 1.772 -0.759 1.039
O 0.564 -0.240 0.540
C -0.492 -1.191 0.413
H 2.203 2.815 -1.485
H 0.646 2.196 -1.994
H 1.140 1.997 -0.323
H 2.465 0.707 -2.775
H 1.319 -0.116 -1.725
H 4.571 1.329 -2.099
H 5.238 0.785 -0.538
H 4.059 2.109 -0.581
H 4.724 -1.315 -0.975
H 4.059 -0.847 -2.538
H 2.944 -2.871 -0.561
H 3.285 -3.024 -2.264
H 1.867 -2.124 -1.754
H 2.824 1.090 0.911
H 3.865 -0.331 1.014
H 1.789 -0.676 2.133
H 1.879 -1.818 0.804
H -0.341 -2.061 1.054
H -0.581 -1.523 -0.627
H -1.418 -0.704 0.705
```

## Properties
Net charge ... +1
E_LUMO ... -2.48 eV
F_max ... 1.247 eV/Å
HOMO level ... -12.00 eV
M ... 314.2 u

The net atomic charges from Löwdin, expressed in e, are: 0.076, -0.195, -0.100, -0.719, 0.186, 0.171, 0.605, -0.209, -0.223, -0.122, 0.076, 0.086, 0.118, 0.074, 0.069, 0.117, -0.044, -0.157, -0.270, 0.011, -0.151, -0.042, -0.067, -0.193, -0.207, -0.051, 0.082, 0.100, 0.075, 0.138, 0.109, 0.120, 0.115, 0.105, 0.135, 0.132, 0.079, 0.098, 0.078, 0.136, 0.148, 0.147, 0.105, 0.103, 0.095, 0.061